1.
{"formula": "C9H13N2P", "method": "ωB97M-V/def2-TZVPD", "e_homo_ev": [-8.1, -6.6], "gap_ev": [8.34, 5.39], "largest_force_ev_per_a": 5.173, "charge": 0, "symbols": ["C", "C", "C", "C", "C", "C", "C", "C", "C", "N", "N", "P", "H", "H", "H", "H", "H", "H", "H", "H", "H", "H", "H", "H", "H"], "positions_angstrom": [[-1.858, -1.821, -0.213], [-2.629, -0.853, -0.744], [-0.595, -1.647, 0.315], [-2.153, 0.445, -0.660], [-0.078, -0.378, 0.270], [-0.887, 0.756, -0.155], [1.379, -0.003, 0.843], [-1.293, 3.080, 0.166], [2.359, -1.917, -0.264], [-0.442, 1.997, 0.199], [2.442, -0.511, -0.002], [3.608, 0.541, -0.618], [-2.274, -2.906, -0.145], [-3.521, -0.926, -1.264], [0.019, -2.467, 0.702], [-2.790, 1.281, -0.831], [1.463, 1.023, 1.041], [1.499, -0.484, 1.800], [-1.271, 3.579, -0.959], [-2.373, 2.806, 0.381], [-0.886, 3.842, 0.877], [3.078, -2.407, -0.792], [2.494, -2.502, 0.652], [1.372, -2.192, -0.730], [3.339, 1.664, 0.128]], "forces_ev_per_angstrom": [[-1.06, -5.04, 0.52], [1.31, 2.44, 0.01], [0.67, 0.80, -0.01], [0.16, 0.57, 0.33], [2.10, 2.31, 0.91], [0.63, -0.79, 1.27], [-1.84, -2.56, -0.53], [-1.37, 2.17, -1.89], [-2.51, -0.20, 1.26], [1.01, -2.07, -0.41], [-0.01, 0.99, -0.22], [0.90, -1.20, -1.18], [0.65, 1.97, -0.36], [-1.83, -0.96, -0.47], [-0.68, 0.30, -0.01], [-0.57, 0.30, -0.68], [0.04, 1.30, -0.31], [-0.24, -0.47, 0.66], [-0.12, -0.99, 2.56], [1.01, 0.66, -0.10], [-0.69, -0.38, -0.68], [2.50, -0.19, -2.34], [-0.69, 0.23, 0.61], [1.15, 0.26, 0.39], [-0.53, 0.57, 0.66]], "mulliken_charge": [-0.382, -0.953, -0.295, -0.291, 0.895, 0.197, -1.607, -0.848, -1.145, -0.303, 0.344, -0.243, 0.208, 0.485, 0.565, 0.339, 0.696, 0.285, 0.256, 0.279, 0.307, 0.456, 0.314, 0.423, 0.018]}

---

2.
{"formula": "C9H13N3O2", "method": "ωB97M-V/def2-TZVPD", "smiles": "CN(C)CCOC(=O)c1cnccn1", "e_homo_ev": -8.7, "gap_ev": 8.63, "largest_force_ev_per_a": 5.408, "charge": 0, "symbols": ["C", "C", "C", "C", "C", "C", "C", "C", "C", "H", "H", "H", "H", "H", "H", "H", "H", "H", "H", "H", "H", "H", "N", "N", "N", "O", "O"], "positions_angstrom": [[2.240, -0.411, -1.335], [2.507, 1.804, -0.687], [2.060, -0.077, 0.957], [1.111, -1.138, 1.649], [-0.694, -1.118, -0.002], [-2.092, -0.486, -0.064], [-2.369, 0.518, 0.921], [-4.404, 0.712, -0.033], [-4.170, -0.322, -0.957], [3.279, -0.564, -1.397], [1.889, -0.131, -2.357], [1.788, -1.482, -1.326], [3.677, 1.595, -0.952], [2.503, 2.530, 0.303], [1.859, 2.227, -1.635], [2.256, 0.830, 1.683], [3.031, -0.463, 1.047], [1.387, -2.244, 1.373], [1.125, -1.161, 2.764], [-1.622, 0.685, 1.589], [-5.367, 1.126, 0.059], [-4.933, -0.381, -1.893], [1.900, 0.511, -0.285], [-3.591, 1.146, 0.955], [-2.947, -0.981, -0.940], [-0.310, -0.861, 1.297], [-0.116, -1.867, -0.735]], "forces_ev_per_angstrom": [[-2.08, -2.58, -2.05], [0.49, 0.77, 1.40], [0.95, 2.55, 4.67], [-0.84, -1.27, -1.48], [-0.62, -0.69, 1.95], [0.40, 0.02, 0.53], [-3.82, -0.51, -3.15], [0.33, -0.79, 0.57], [0.75, 0.62, -1.28], [1.83, -0.04, -0.07], [0.26, 0.54, 0.79], [0.69, 2.04, 0.88], [-2.62, 0.83, 0.28], [-0.17, -1.53, -2.80], [1.99, -0.86, 2.55], [-1.12, -1.49, -0.83], [1.81, -1.48, 0.05], [-0.60, 2.13, -0.02], [0.18, 0.69, -0.95], [1.54, 1.13, 1.95], [-1.17, 0.65, -0.49], [1.97, -0.64, 2.56], [-1.77, 0.09, -3.26], [2.33, -1.97, -0.88], [-2.05, 1.73, -0.64], [2.22, -0.53, -0.22], [-0.85, 0.58, -0.05]], "mulliken_charge": [-1.362, -0.736, -0.735, -0.555, 0.830, 0.356, -0.491, -0.149, -0.191, 0.564, 0.375, 0.300, 0.267, 0.265, 0.246, 0.391, 0.458, 0.264, 0.366, 0.716, 0.450, 0.284, 0.148, -0.595, -0.485, -0.394, -0.588]}

---

3.
{"formula": "C9H13N3O2", "method": "ωB97M-V/def2-TZVPD", "smiles": "C[C@]1(OC2=CC=CNN2N)CC=CO1", "e_homo_ev": -7.3, "gap_ev": 8.24, "largest_force_ev_per_a": 4.151, "charge": 0, "symbols": ["C", "C", "C", "C", "C", "C", "C", "C", "C", "N", "N", "N", "O", "O", "H", "H", "H", "H", "H", "H", "H", "H", "H", "H", "H", "H", "H"], "positions_angstrom": [[3.207, -0.293, 0.378], [2.034, -0.100, 1.247], [-1.468, 1.268, -1.413], [3.026, -0.317, -0.981], [-1.944, 0.025, -1.425], [0.778, -0.233, 0.785], [-1.132, 1.590, -0.031], [-1.524, 0.380, 0.738], [-2.653, 0.482, 1.847], [1.753, -0.274, -1.481], [0.701, -0.767, -0.740], [0.674, -2.217, -0.794], [-2.016, -0.604, -0.227], [-0.395, -0.200, 1.421], [4.223, -0.487, 0.731], [2.256, 0.159, 2.356], [-1.444, 2.019, -2.292], [3.804, 0.040, -1.538], [-2.098, -0.590, -2.320], [-0.157, 2.005, 0.126], [-1.772, 2.294, 0.336], [-2.974, 1.529, 2.090], [-2.457, -0.080, 2.776], [-3.494, 0.064, 1.436], [1.657, -0.553, -2.501], [-0.077, -2.535, -0.080], [1.492, -2.603, -0.445]], "forces_ev_per_angstrom": [[-0.48, -0.56, -1.06], [0.36, 0.00, 2.22], [-0.71, 0.72, -2.54], [-1.56, 0.04, 3.60], [0.47, 0.06, -1.81], [1.78, -1.33, -3.51], [0.07, 0.11, -0.16], [-0.23, -2.10, 1.96], [1.89, 1.67, 0.41], [0.16, 0.06, -2.49], [-0.95, 0.20, 3.23], [-3.45, 0.15, 0.83], [0.41, 0.68, 0.46], [-0.12, -0.03, 0.21], [-0.48, 0.68, 0.28], [-0.67, -0.38, -2.02], [0.16, -1.70, 1.62], [1.93, -0.07, -2.11], [-0.42, 0.20, 0.61], [0.88, -0.34, 0.21], [-1.72, 2.55, 0.83], [0.80, -0.75, -0.12], [0.41, 0.38, -0.54], [-2.11, -1.17, -1.14], [-0.06, 0.73, 1.87], [1.31, 0.90, -1.79], [2.34, -0.69, 0.95]], "mulliken_charge": [-0.526, -0.429, -0.258, -0.440, -0.290, 0.090, -1.405, 1.733, -1.434, -0.503, 0.647, -0.830, -0.492, -0.479, 0.379, 0.296, 0.279, 0.433, 0.395, 0.384, 0.544, 0.310, 0.310, 0.441, 0.288, 0.304, 0.250]}

---

4.
{"formula": "C9H13N3O2S", "method": "ωB97M-V/def2-TZVPD", "e_homo_ev": [-9.1, -8.5], "gap_ev": [8.84, 8.49], "largest_force_ev_per_a": 3.542, "charge": 0, "symbols": ["C", "C", "C", "C", "C", "C", "C", "C", "C", "N", "N", "N", "O", "O", "S", "H", "H", "H", "H", "H", "H", "H", "H", "H", "H", "H", "H", "H"], "positions_angstrom": [[2.480, 0.217, 1.348], [2.276, 0.654, -1.016], [1.082, 0.449, 1.488], [0.881, 0.777, -0.909], [3.067, 0.365, 0.059], [0.239, 0.677, 0.374], [-4.772, 0.736, 0.316], [4.508, -0.028, -0.006], [-1.435, -2.012, -0.376], [-4.024, -0.024, -0.340], [-1.521, -0.996, -1.412], [-1.862, 0.304, -1.069], [-1.937, -0.132, 1.525], [-1.998, 2.141, 0.664], [-1.524, 0.804, 0.504], [3.169, 0.063, 2.205], [2.704, 0.740, -2.004], [0.572, 0.281, 2.489], [0.257, 0.916, -1.814], [-5.868, 0.476, 0.271], [-4.600, 1.731, 0.685], [4.539, -0.889, 0.574], [4.849, -0.151, -1.014], [5.118, 0.681, 0.506], [-0.634, -1.661, 0.243], [-2.380, -2.027, 0.161], [-1.219, -2.863, -1.140], [-1.967, -1.228, -2.313]], "forces_ev_per_angstrom": [[-1.18, 1.32, -0.74], [-1.38, 0.14, -0.68], [-0.26, -0.98, 1.12], [-0.74, 0.20, 0.89], [-0.24, -0.69, 2.05], [2.57, 0.38, -1.01], [-1.01, -0.67, -1.72], [-0.84, 1.38, -0.68], [-0.07, -0.95, -3.26], [-0.88, 0.22, 0.65], [-1.29, 3.28, 0.34], [-0.18, -1.21, -0.54], [0.32, 0.27, -0.15], [0.18, 0.27, -0.63], [0.47, -1.16, 0.39], [-0.91, -0.12, -0.52], [0.14, -0.04, -0.10], [0.82, 0.42, -1.28], [0.65, 0.04, 0.76], [0.74, -0.13, 0.34], [0.75, 0.32, 0.44], [0.62, -1.92, 0.58], [0.32, -0.28, -0.45], [0.58, 0.76, 0.23], [0.56, -0.89, 0.50], [0.08, -0.64, 0.09], [-0.17, 0.46, 2.50], [0.32, 0.21, 0.91]], "mulliken_charge": [-0.694, -0.779, -0.559, 0.116, 1.133, -0.318, -0.191, -1.598, -0.740, -0.285, 0.047, -0.428, -0.538, -0.674, 1.251, 0.341, 0.337, 0.303, 0.430, 0.262, 0.249, 0.413, 0.389, 0.351, 0.333, 0.220, 0.366, 0.262]}

---

Q: What is the formula in the second record?
A: C9H13N3O2

---

Q: Which formula does entry 1 have?
A: C9H13N2P